[1]
DFT (ωB97M-V with the def2-TZVPD basis set) results for a 32-piece molecular cluster, C24H110BN2O40S overall in a non-equilibrium geometry.

Element x y z (Å)
C: -5.833 -5.562 -0.678
C: -5.587 -5.473 -2.218
O: -5.090 -4.200 -2.597
C: -3.960 -4.281 -3.447
C: -2.654 -3.889 -2.685
O: -2.996 -2.768 -1.895
C: -1.880 -1.929 -1.652
C: -1.715 -1.476 -0.179
C: -1.929 -2.596 0.885
O: -1.733 -3.941 0.412
C: -0.963 -4.697 1.368
C: -2.575 -0.174 0.070
B: -4.094 -0.307 -0.441
C: -5.062 -1.563 -0.329
O: -4.633 0.853 -1.024
C: -2.336 0.550 1.424
S: -2.929 -0.161 2.991
C: -4.522 -1.006 2.970
O: -1.968 -1.046 3.702
O: -3.122 1.014 3.882
N: -0.895 0.947 1.524
C: -0.579 2.198 0.808
C: 0.615 2.912 1.476
O: 1.210 2.466 2.409
C: 0.057 -0.173 1.251
C: -0.189 -0.958 -0.053
N: 0.639 -2.178 0.090
C: 0.330 -0.243 -1.334
C: 1.702 0.493 -1.116
C: 2.275 1.069 -2.428
C: 3.835 0.938 -2.501
C: 4.564 2.237 -2.098
C: 6.032 2.045 -1.627
O: 6.248 0.785 -0.931
C: 5.825 0.876 0.369
C: 6.723 1.298 1.550
O: 4.669 0.591 0.578
H: -5.493 -4.653 -0.155
H: -5.346 -6.423 -0.223
H: -6.914 -5.646 -0.471
H: -4.897 -6.293 -2.459
H: -6.555 -5.691 -2.703
H: -3.858 -5.231 -3.989
H: -4.091 -3.495 -4.217
H: -1.915 -3.661 -3.473
H: -2.359 -4.772 -2.098
H: -2.014 -1.037 -2.296
H: -0.978 -2.493 -1.936
H: -1.242 -2.508 1.743
H: -2.946 -2.594 1.324
H: -1.384 -4.575 2.387
H: 0.118 -4.457 1.335
H: -1.069 -5.759 1.100
H: -2.130 0.535 -0.664
H: -5.951 -1.261 0.254
H: -5.436 -1.773 -1.351
H: -4.617 -2.481 0.066
H: -5.295 0.598 -1.674
H: -2.887 1.525 1.329
H: -4.476 -2.079 2.757
H: -5.224 -0.460 2.323
H: -4.918 -0.883 3.994
H: -0.773 1.174 2.526
H: -0.285 2.045 -0.242
H: -1.399 2.939 0.798
H: 0.864 3.907 1.056
H: 1.068 0.260 1.324
H: 0.019 -0.876 2.101
H: 1.396 -1.947 0.730
H: 1.102 -2.399 -0.785
H: 0.523 -0.936 -2.167
H: -0.358 0.522 -1.747
H: 1.636 1.273 -0.343
H: 2.392 -0.277 -0.725
H: 1.774 0.697 -3.327
H: 2.093 2.163 -2.391
H: 4.126 0.719 -3.545
H: 4.109 0.070 -1.888
H: 4.029 2.806 -1.318
H: 4.597 2.891 -2.983
H: 6.334 2.844 -0.927
H: 6.746 2.084 -2.460
H: 6.839 0.456 2.251
H: 6.297 2.150 2.102
H: 7.748 1.573 1.250
O: 6.612 4.322 3.311
H: 7.270 4.337 4.013
H: 5.795 4.569 3.759
O: 6.295 6.895 4.225
H: 6.695 6.544 3.422
H: 6.802 7.699 4.411
O: -0.142 -6.376 -1.775
H: -0.573 -6.993 -1.176
H: -0.240 -5.522 -1.339
O: -8.132 -2.683 -0.730
H: -7.970 -1.743 -0.600
H: -7.382 -2.984 -1.253
O: -3.984 -7.959 -0.986
H: -4.157 -8.619 -1.667
H: -4.137 -8.432 -0.161
O: 2.794 4.534 -3.842
H: 3.179 4.196 -4.658
H: 3.304 5.331 -3.655
O: 5.050 -2.384 -2.848
H: 5.392 -1.733 -2.223
H: 5.810 -2.939 -3.049
O: 9.136 2.929 0.258
H: 9.482 3.583 0.874
H: 9.882 2.338 0.103
O: -3.252 -0.861 6.373
H: -2.862 -1.233 5.575
H: -2.729 -0.072 6.537
O: -3.987 -6.303 -6.307
H: -3.691 -5.448 -6.637
H: -3.641 -6.932 -6.947
O: 1.104 5.930 -1.506
H: 1.503 5.582 -2.315
H: 1.603 6.739 -1.331
O: -10.467 -2.025 1.324
H: -10.311 -1.086 1.462
H: -9.712 -2.320 0.801
O: 2.288 -3.926 2.179
H: 2.653 -3.280 2.795
H: 3.030 -4.512 1.996
O: -6.919 1.080 1.413
H: -6.753 2.019 1.554
H: -6.174 0.786 0.884
O: 9.243 2.741 -2.850
H: 9.267 2.495 -1.920
H: 10.144 3.010 -3.050
O: 8.545 8.511 4.913
H: 8.572 8.282 5.848
H: 9.445 8.802 4.714
O: 0.143 1.516 -4.795
H: 0.528 1.175 -5.613
H: 0.658 2.309 -4.609
O: -2.358 -4.254 4.598
H: -1.981 -4.209 5.484
H: -2.517 -3.335 4.361
O: -1.139 -1.173 -5.452
H: -0.953 -0.233 -5.321
H: -0.414 -1.479 -6.009
O: -5.372 -3.942 5.896
H: -5.146 -3.014 6.024
H: -4.659 -4.284 5.342
O: 3.219 7.554 0.199
H: 2.839 6.908 0.802
H: 3.056 8.400 0.629
O: 5.179 -1.831 3.257
H: 5.532 -1.796 4.151
H: 5.001 -0.911 3.028
O: -3.595 3.555 2.007
H: -3.497 3.335 2.943
H: -3.828 4.493 2.009
O: -8.135 -5.317 5.855
H: -8.111 -5.546 6.788
H: -7.219 -5.095 5.647
O: -3.256 -0.660 -7.572
H: -2.586 -0.660 -6.872
H: -4.071 -0.418 -7.124
O: 11.142 9.047 3.178
H: 11.373 9.921 2.849
H: 11.582 8.444 2.572
O: 2.779 1.979 5.297
H: 2.560 1.042 5.312
H: 2.041 2.385 4.833
O: -1.078 6.015 0.957
H: -0.638 6.006 0.096
H: -0.490 5.521 1.532
O: -0.647 0.095 -8.559
H: -1.573 -0.011 -8.291
H: -0.569 -0.442 -9.352
O: -3.603 6.220 3.904
H: -3.583 6.012 4.844
H: -2.697 6.475 3.703
O: 4.973 0.875 -5.615
H: 5.398 0.882 -6.479
H: 5.552 0.331 -5.070

Properties
net charge = +1

---

[2]
DFT (ωB97M-V with the def2-TZVPD basis set) results for C28H44BrEuNOP2 as an isolated structure in a non-equilibrium geometry.

Element x y z (Å)
C: 1.909 -5.322 -6.685
C: 0.977 -4.267 -6.641
C: -0.054 -4.297 -7.601
C: -0.082 -5.321 -8.555
N: 0.824 -6.300 -8.605
C: 1.790 -6.300 -7.682
C: 1.006 -3.269 -5.613
C: 0.703 -2.617 -4.599
C: -0.017 -2.305 -3.394
C: 0.601 -2.512 -2.120
C: -0.118 -2.209 -0.963
C: -1.380 -1.591 -1.055
C: -1.875 -1.200 -2.305
C: -1.241 -1.590 -3.485
Eu: 1.656 -0.316 -3.454
P: -2.613 -1.748 0.266
H: -0.856 -3.566 -7.566
H: 2.675 -5.414 -5.921
H: -0.883 -5.348 -9.297
H: 2.503 -7.127 -7.723
H: -1.717 -1.441 -4.456
H: 1.628 -2.923 -2.061
H: -2.756 -0.593 -2.383
H: 0.349 -2.416 0.012
C: -2.852 -0.195 1.179
C: -4.230 -0.089 1.848
H: -2.663 0.625 0.461
H: -2.051 -0.174 1.939
H: -4.157 0.483 2.775
H: -4.955 0.429 1.207
H: -4.645 -1.067 2.120
C: -4.173 -2.162 -0.559
C: -4.216 -3.542 -1.211
H: -4.345 -1.361 -1.296
H: -4.973 -2.055 0.184
H: -5.042 -3.543 -1.932
H: -3.279 -3.790 -1.727
H: -4.444 -4.331 -0.487
C: -1.984 -3.027 1.341
C: -2.868 -3.301 2.556
H: -0.972 -2.745 1.666
H: -1.870 -3.925 0.717
H: -2.451 -4.133 3.139
H: -2.916 -2.426 3.221
H: -3.879 -3.597 2.243
Br: 0.160 1.135 -1.499
P: -3.314 2.723 -3.604
C: -4.129 1.634 -2.344
C: -5.509 2.169 -1.947
H: -3.460 1.570 -1.470
H: -4.235 0.626 -2.778
H: -6.100 1.374 -1.469
H: -5.411 3.007 -1.245
H: -6.058 2.515 -2.833
C: -1.842 3.373 -2.748
C: -1.753 4.902 -2.738
H: -0.964 2.941 -3.249
H: -1.852 2.972 -1.723
H: -1.096 5.220 -1.915
H: -1.314 5.276 -3.669
H: -2.745 5.347 -2.608
C: -2.640 1.498 -4.806
C: -3.590 1.360 -6.003
H: -2.495 0.532 -4.304
H: -1.647 1.856 -5.119
H: -3.098 0.838 -6.833
H: -4.487 0.785 -5.743
H: -3.906 2.355 -6.339
C: 4.455 1.917 -0.499
C: 3.561 0.752 -0.758
C: 2.933 0.178 0.467
O: 3.338 0.330 -1.926
H: 4.985 1.774 0.450
H: 3.849 2.826 -0.380
H: 5.189 2.066 -1.289
H: 2.087 0.810 0.763
H: 2.563 -0.836 0.307
H: 3.674 0.176 1.285

Properties
ΔE to the lowest compared entry with this formula, charge and spin = 0.0 kcal/mol
net charge = +2
spin multiplicity = 8

---

| no. | DFT total energy (eV) |
| --- | --- |
| 1 | -123056.8495 |
| 2 | -141222.3595 |